[1]
Computed, not measured: a structure of composition C29H35BaF5N4P2 in a non-equilibrium geometry, with the ωB97M-V functional and the def2-TZVPD basis.

Results
Max |F| = 0.095 Eh/bohr
HOMO level = -6.22 eV
E = -2552.34524 Ha
Gap between HOMO and LUMO = 4.9745 eV

Last column: Mulliken charge in e.
CARTESIAN COORDINATES (ANGSTROEM)
Ba  -1.549  1.929  2.660  1.516
C  -1.976  -4.330  2.936  -1.124
C  -1.314  -3.161  2.829  -0.304
C  -0.854  -2.312  1.658  -0.477
C  -1.865  -1.386  0.958  1.909
C  -3.088  -2.100  0.398  -0.639
C  -3.461  -3.383  0.351  -0.585
C  -2.597  -4.594  0.485  -0.486
C  -2.630  -5.227  1.898  -0.612
C  -4.113  1.271  2.252  -1.530
H  -1.658  -4.874  3.788  0.505
H  -0.801  -2.874  3.747  0.401
H  -0.319  -2.934  0.905  0.187
H  -0.111  -1.613  2.107  0.437
H  -2.298  -0.642  1.690  -1.061
H  -1.304  -0.817  0.158  -0.007
H  -3.788  -1.419  -0.096  0.421
H  -4.518  -3.621  0.258  0.356
H  -1.566  -4.287  0.358  0.064
H  -2.836  -5.394  -0.229  0.430
H  -3.653  -5.507  2.220  0.333
H  -1.970  -6.100  1.856  0.377
H  -5.048  1.514  2.767  0.263
H  -4.244  0.211  2.031  0.327
H  -4.245  1.801  1.282  0.311
P  0.203  1.851  -2.024  0.148
P  2.405  1.335  0.372  -0.013
N  -0.344  0.801  -3.348  0.432
N  0.191  3.291  -3.137  0.337
N  2.922  -0.324  0.022  0.358
N  3.970  1.818  1.074  0.290
C  1.987  1.441  -2.426  -0.541
C  2.928  1.933  -1.324  -1.436
C  -1.600  0.188  -3.392  -0.569
C  -1.773  -0.412  -4.641  -0.590
C  -0.573  -0.172  -5.392  -0.819
C  0.293  0.548  -4.568  -0.074
C  -0.538  4.449  -2.850  -0.443
C  -0.196  5.442  -3.768  -0.628
C  0.810  4.893  -4.633  -0.686
C  0.984  3.568  -4.252  0.040
C  2.077  -1.384  0.384  -0.322
C  2.522  -2.559  -0.222  -0.414
C  3.719  -2.232  -0.946  -1.195
C  3.912  -0.861  -0.807  0.000
C  5.290  1.369  0.940  -0.065
C  6.124  2.144  1.749  -0.615
C  5.297  3.160  2.355  -0.549
C  4.002  2.961  1.892  -0.482
H  2.352  1.892  -3.365  0.120
H  2.103  0.351  -2.516  0.719
H  3.982  1.699  -1.590  0.401
H  2.890  3.029  -1.273  0.634
H  -2.239  0.193  -2.512  0.410
H  -2.648  -0.967  -4.985  0.399
H  -0.330  -0.486  -6.406  0.426
H  1.322  0.826  -4.725  0.382
H  -1.218  4.470  -2.005  0.382
H  -0.600  6.444  -3.826  0.399
H  1.367  5.376  -5.426  0.420
H  1.647  2.830  -4.687  0.189
H  1.214  -1.177  0.998  0.142
H  2.069  -3.552  -0.153  0.435
H  4.378  -2.909  -1.503  0.414
H  4.648  -0.216  -1.268  0.416
H  5.550  0.572  0.259  0.282
H  7.182  1.981  1.915  0.428
H  5.624  3.922  3.056  0.408
H  3.098  3.541  2.026  0.338
F  -3.097  1.634  5.597  -0.335
C  -2.965  0.422  4.944  0.128
F  -1.815  -0.114  5.479  -0.279
C  -4.091  -0.529  5.332  0.347
F  -4.123  -0.761  6.655  -0.291
F  -5.322  -0.173  4.935  -0.260
F  -3.780  -1.691  4.716  -0.227

=====

[2]
Computed, not measured: a cluster of 7 separate species, C29H35BrFN7O4P in total in a non-equilibrium geometry, with the ωB97M-V functional and the def2-TZVPD basis.

Results
Max |F| = 0.030 Eh/bohr
HOMO level = -5.34 eV
Net charge = -1
E = -4825.61770 Ha
Gap between HOMO and LUMO = 7.8001 eV

Last column: Mulliken charge in e.
CARTESIAN COORDINATES (ANGSTROEM)
O  -3.143  0.359  0.071  -0.673
C  -1.945  0.393  0.261  0.075
C  -0.952  0.904  -0.752  -0.650
C  0.483  0.735  -0.271  0.387
C  1.160  2.034  -0.137  -0.089
O  0.849  3.071  -0.676  -0.597
N  2.244  2.137  0.878  -0.162
C  3.069  1.061  1.121  0.471
O  3.020  0.282  2.022  -0.542
F  4.065  0.980  0.224  -0.201
P  1.503  -0.268  -1.253  -0.135
O  0.623  -0.426  -2.636  -0.449
Br  1.185  -2.416  -0.316  -0.205
H  -1.522  0.037  1.217  0.406
H  -1.184  0.359  -1.668  0.305
H  -1.214  1.950  -0.927  0.422
H  1.873  2.476  1.755  0.305
H  1.125  -0.993  -3.237  0.342
N  1.176  -0.795  4.089  0.237
C  1.927  -1.623  4.867  -0.449
C  1.190  -1.949  5.978  -0.586
C  -0.062  -1.287  5.858  -0.543
C  -0.036  -0.586  4.679  -0.435
H  1.479  -0.399  3.211  0.267
H  2.920  -1.911  4.565  0.421
H  1.511  -2.590  6.782  0.389
H  -0.885  -1.323  6.553  0.389
H  -0.777  0.041  4.212  0.394
N  -4.224  2.503  -1.795  0.130
C  -4.909  3.501  -1.172  -0.582
C  -5.300  4.404  -2.127  -0.483
C  -4.829  3.924  -3.380  -0.221
C  -4.168  2.747  -3.135  -0.696
H  -3.818  1.702  -1.329  0.254
H  -5.061  3.486  -0.106  0.404
H  -5.864  5.304  -1.943  0.450
H  -4.960  4.384  -4.347  0.401
H  -3.666  2.066  -3.800  0.380
N  -0.158  -5.226  1.409  0.272
C  -1.515  -5.201  1.261  -0.492
C  -2.046  -6.129  2.118  -0.540
C  -0.962  -6.736  2.811  -0.327
C  0.190  -6.154  2.352  -0.630
H  0.485  -4.647  0.897  -0.060
H  -1.982  -4.526  0.566  0.413
H  -3.094  -6.346  2.237  0.390
H  -1.022  -7.505  3.562  0.413
H  1.221  -6.318  2.616  0.396
N  1.552  -6.357  -1.530  0.152
C  2.530  -7.308  -1.611  -0.378
C  2.835  -7.485  -2.934  -0.566
C  2.007  -6.600  -3.679  -0.585
C  1.230  -5.918  -2.781  -0.337
H  1.131  -6.033  -0.679  0.253
H  2.923  -7.775  -0.724  0.358
H  3.570  -8.169  -3.325  0.383
H  1.987  -6.477  -4.749  0.387
H  0.480  -5.159  -2.923  0.387
N  8.758  1.409  2.561  0.022
C  8.691  0.198  3.197  -0.472
C  7.413  -0.273  3.065  -0.739
C  6.678  0.689  2.319  0.304
C  7.535  1.713  2.023  -0.729
H  9.575  1.985  2.500  0.168
H  9.555  -0.222  3.684  0.374
H  7.041  -1.205  3.457  0.381
H  5.643  0.630  2.037  0.278
H  7.380  2.628  1.477  0.368
N  -5.790  7.523  -3.938  0.110
C  -6.479  8.522  -3.311  -0.377
C  -6.874  9.424  -4.264  -0.500
C  -6.404  8.945  -5.517  -0.519
C  -5.741  7.770  -5.280  -0.346
H  -5.381  6.728  -3.480  0.199
H  -6.630  8.507  -2.245  0.345
H  -7.436  10.325  -4.084  0.381
H  -6.537  9.409  -6.480  0.382
H  -5.241  7.092  -5.950  0.349

=====

[3]
Computed, not measured: a structure of composition C29H35Cl4F6HgN7O4P in a non-equilibrium geometry, with the ωB97M-V functional and the def2-TZVPD basis.

Results
Max |F| = 0.045 Eh/bohr
HOMO level = -10.72 eV
Net charge = +1
E = -4744.86917 Ha
Gap between HOMO and LUMO = 8.0238 eV

Last column: Mulliken charge in e.
CARTESIAN COORDINATES (ANGSTROEM)
Hg  0.805  1.016  -1.734  3.322
P  -0.680  -0.383  0.780  1.451
F  0.245  0.953  0.516  -0.483
F  -0.050  -0.932  -0.666  -0.579
F  0.472  -1.016  1.672  -0.340
F  -1.517  -1.755  0.876  -0.391
F  -1.391  0.282  2.045  -0.303
F  -1.893  0.265  -0.113  -0.383
N  0.157  -0.392  -3.533  0.121
C  -1.127  -0.760  -3.519  0.061
C  -1.701  -1.675  -4.392  -0.856
C  -0.886  -2.265  -5.337  -0.301
C  0.404  -1.789  -5.480  -0.729
C  0.893  -0.856  -4.564  -0.531
H  -1.791  -0.405  -2.738  0.190
H  -2.744  -1.914  -4.243  0.456
H  -1.269  -2.962  -6.073  0.412
H  1.026  -2.039  -6.327  0.425
H  1.884  -0.428  -4.629  0.451
N  1.733  2.998  -0.765  0.261
C  2.472  2.914  0.362  -0.617
C  3.002  4.022  0.997  -0.965
C  2.819  5.293  0.478  -0.440
C  2.110  5.397  -0.711  -0.713
C  1.554  4.247  -1.229  -0.270
H  2.639  1.946  0.819  0.817
H  3.528  3.808  1.918  0.543
H  3.297  6.114  0.994  0.432
H  1.995  6.341  -1.224  0.472
H  0.876  4.352  -2.069  0.252
N  -0.933  2.417  -2.353  0.145
C  -0.998  2.844  -3.642  -0.238
C  -1.806  3.874  -4.104  -0.730
C  -2.551  4.586  -3.179  -0.300
C  -2.542  4.175  -1.861  -0.770
C  -1.773  3.063  -1.528  -0.353
H  -0.484  2.205  -4.351  0.342
H  -1.719  4.158  -5.142  0.431
H  -3.105  5.482  -3.430  0.392
H  -3.004  4.809  -1.119  0.452
H  -1.644  2.836  -0.475  0.410
N  -4.945  -1.720  3.383  -0.368
C  -3.878  -0.941  3.506  -0.188
C  -3.676  -0.037  4.543  -0.373
C  -4.609  0.035  5.563  -0.534
C  -5.695  -0.848  5.489  -0.296
C  -5.834  -1.667  4.396  -0.407
H  -3.162  -0.969  2.694  0.520
H  -2.771  0.552  4.522  0.434
H  -4.432  0.639  6.442  0.402
H  -6.416  -0.802  6.295  0.351
H  -6.657  -2.366  4.325  0.392
N  2.739  -0.260  -1.484  0.022
C  3.952  0.319  -1.382  -0.205
C  5.128  -0.389  -1.268  -0.961
C  5.090  -1.774  -1.290  -0.319
C  3.860  -2.395  -1.340  -1.058
C  2.728  -1.600  -1.448  -0.211
H  4.083  1.390  -1.488  0.439
H  6.081  0.121  -1.260  0.484
H  6.029  -2.312  -1.242  0.433
H  3.782  -3.471  -1.275  0.496
H  1.760  -2.078  -1.526  0.449
C  -4.065  -2.293  -0.449  -0.285
N  -3.751  -3.721  -0.732  0.945
O  -2.584  -4.059  -0.752  -0.533
O  -4.699  -4.462  -0.863  -0.571
H  -4.362  -2.238  0.598  0.172
H  -4.955  -2.066  -1.033  0.367
H  -3.242  -1.618  -0.648  -0.148
C  5.229  -1.304  2.767  -0.832
N  3.806  -1.144  2.265  0.863
O  3.453  0.002  2.037  -0.394
O  3.192  -2.160  2.047  -0.504
H  5.202  -2.167  3.423  0.316
H  5.462  -0.407  3.331  0.294
H  5.841  -1.402  1.877  0.268
C  0.176  -4.437  1.174  1.168
Cl  0.309  -4.688  2.928  -0.200
Cl  0.559  -5.843  0.219  -0.196
H  -0.847  -4.199  0.902  -0.292
H  0.818  -3.592  0.949  -0.478
C  1.086  0.194  4.563  0.283
Cl  -0.267  0.264  5.707  -0.157
Cl  1.293  1.707  3.681  -0.149
H  2.026  -0.011  5.065  0.393
H  0.861  -0.606  3.867  -0.377

=====

[4]
Computed, not measured: a structure of composition C29H35F3N4O2P2W in a non-equilibrium geometry, with the ωB97M-V functional and the def2-TZVPD basis.

Results
Max |F| = 0.167 Eh/bohr
HOMO level (spin up / spin down) = -13.60 / -13.60 eV
Spin multiplicity = 3
Net charge = +2
<S²> = 2.12
E = -2543.98886 Ha
Gap between HOMO and LUMO (spin up / spin down) = 4.8800 / 4.8164 eV

Last column: Mulliken charge in e.
CARTESIAN COORDINATES (ANGSTROEM)
W  0.373  -0.733  -0.421  0.134
C  -1.186  0.395  3.483  -0.850
C  -1.654  1.179  2.491  0.188
C  -1.253  2.499  1.925  -1.092
C  -0.162  2.529  0.791  -1.047
C  0.734  1.260  0.520  0.382
C  1.422  0.577  1.654  -0.045
C  1.226  0.996  3.063  -1.491
C  0.232  0.174  3.929  -0.101
C  0.359  -2.221  1.023  -1.491
H  -1.904  -0.401  3.746  0.441
H  -2.405  0.670  1.835  0.282
H  -1.008  3.174  2.759  0.506
H  -2.182  2.941  1.524  0.427
H  -0.642  2.820  -0.154  0.302
H  0.547  3.331  1.070  0.459
H  1.546  1.642  -0.145  0.558
H  2.473  0.296  1.431  -0.030
H  0.972  2.060  3.123  0.552
H  2.191  0.890  3.570  0.559
H  0.474  -0.894  3.748  0.353
H  0.319  0.410  5.033  0.272
H  -0.280  -1.935  1.891  0.297
H  1.391  -2.433  1.409  0.475
H  -0.076  -3.143  0.581  0.559
P  1.929  -0.732  -1.972  0.393
P  -1.369  -0.263  -1.736  1.135
N  3.428  0.156  -1.890  0.490
N  2.502  -2.366  -2.287  0.665
N  -2.081  1.442  -2.025  0.702
N  -3.009  -1.006  -1.967  0.577
C  0.947  -0.284  -3.461  -0.874
C  -0.556  -0.648  -3.388  -1.737
C  4.363  0.149  -0.844  -0.418
C  5.375  1.034  -1.167  -0.705
C  5.036  1.636  -2.421  -0.668
C  3.817  1.120  -2.815  -0.438
C  2.351  -3.509  -1.509  -0.397
C  2.976  -4.548  -2.167  -0.623
C  3.504  -4.035  -3.395  -0.739
C  3.190  -2.689  -3.448  -0.322
C  -2.950  2.179  -1.217  -0.967
C  -3.112  3.433  -1.781  -0.509
C  -2.307  3.498  -2.966  -0.909
C  -1.676  2.273  -3.070  -0.326
C  -3.891  -0.867  -3.050  -0.456
C  -4.963  -1.763  -2.871  -0.650
C  -4.708  -2.472  -1.650  -0.640
C  -3.514  -1.984  -1.119  -0.417
H  1.489  -0.772  -4.281  0.607
H  1.046  0.794  -3.650  0.252
H  -1.098  -0.141  -4.205  0.842
H  -0.708  -1.736  -3.504  0.452
H  4.186  -0.443  0.041  0.535
H  6.237  1.270  -0.559  0.460
H  5.617  2.376  -2.946  0.475
H  3.149  1.392  -3.615  0.456
H  1.783  -3.514  -0.585  0.290
H  3.027  -5.556  -1.798  0.481
H  4.022  -4.591  -4.158  0.476
H  3.354  -1.933  -4.202  0.418
H  -3.419  1.738  -0.349  0.572
H  -3.750  4.217  -1.410  0.503
H  -2.234  4.322  -3.664  0.477
H  -0.976  1.921  -3.803  0.416
H  -3.712  -0.156  -3.842  0.429
H  -5.805  -1.883  -3.524  0.478
H  -5.330  -3.220  -1.190  0.458
H  -2.960  -2.205  -0.220  0.375
F  -2.195  1.522  8.883  -0.206
C  -1.694  0.289  8.559  0.754
F  -0.679  0.019  9.429  -0.218
F  -2.687  -0.632  8.784  -0.199
C  -1.229  0.338  7.043  0.543
O  -0.012  0.180  6.782  -0.396
O  -2.215  0.563  6.323  -0.503